No. 1
A molecular structure, C31H26InN2P2S2. Source: OMol25; level of theory: ωB97M-V/def2-TZVPD.

Summary:
net charge = +1
strongest force on any atom = 3.2 eV/A
highest occupied orbital energy (spin up / spin down) = -10.88 / -10.56 eV

The geometry in XYZ format:
```
64
Properties=species:S:1:pos:R:3:forces:R:3:lowdin_charge:R:1
In -0.848467 -2.125031 0.260047 -0.2 1.2 -0.5 0.609
C -1.366340 1.996381 -0.266567 0.1 0.5 -0.3 -0.278
C -1.463827 1.321728 1.126376 0.1 0.0 0.2 -0.326
P 0.016157 0.247717 1.571520 -0.4 0.4 -0.5 0.973
C -0.294921 -0.483283 3.188005 0.1 0.2 0.4 -0.413
C 0.263450 -1.726392 3.537068 -0.9 0.0 -0.3 -0.129
C -0.123754 -2.318637 4.732063 -0.3 0.5 1.2 -0.053
C -0.960406 -1.623236 5.657552 0.1 -0.6 -0.9 -0.037
C -1.389561 -0.332068 5.343746 0.1 -0.1 0.1 -0.060
C -1.056860 0.228031 4.117456 0.8 -0.1 0.4 -0.083
C 1.385621 1.418903 1.850188 0.5 0.3 1.0 -0.344
C 2.638057 0.931258 2.277322 -0.3 0.6 -0.4 -0.081
C 3.701121 1.814310 2.543873 -1.2 -0.5 -0.2 -0.060
C 3.493283 3.195776 2.492742 -0.2 -0.1 -0.1 -0.052
C 2.219097 3.692301 2.154671 0.5 -1.0 0.1 -0.051
C 1.178333 2.805659 1.881739 0.6 -0.4 -0.3 -0.083
C -2.198619 1.291377 -1.376437 0.5 0.0 0.9 -0.347
P -1.395937 0.452872 -2.799131 -1.2 -1.6 -0.8 1.017
C -0.958875 1.701501 -3.990420 1.1 1.6 -1.6 -0.390
C -0.146240 2.796691 -3.635661 -0.3 -0.7 0.4 -0.095
C 0.091597 3.838726 -4.520739 0.5 0.0 0.3 -0.085
C -0.378073 3.772376 -5.819621 -0.4 -1.0 -0.8 -0.070
C -1.055714 2.621423 -6.277878 -0.2 0.4 0.5 -0.075
C -1.346878 1.614781 -5.372203 -0.3 -1.0 1.6 -0.088
C 0.211838 -0.301362 -2.369911 0.5 -0.6 -0.2 -0.426
C 1.284684 0.305300 -1.736221 0.7 -0.1 0.0 -0.142
C 2.513058 -0.340555 -1.593686 0.8 -0.1 0.0 -0.066
C 2.768177 -1.576763 -2.216275 -0.8 0.1 0.1 -0.054
C 1.723119 -2.197087 -2.918610 0.1 0.7 0.9 -0.074
C 0.478166 -1.578717 -2.931499 -0.9 -0.2 -0.6 -0.144
H -0.329087 2.066493 -0.597192 0.0 -0.1 0.2 0.048
H -1.668214 3.062316 -0.199307 -0.1 -0.6 0.2 0.123
H -2.391084 0.723567 1.194187 0.5 0.0 0.0 0.089
H -1.570382 2.089607 1.898899 0.1 -0.2 0.0 0.072
H 0.934186 -2.252258 2.847045 -0.2 0.1 0.2 0.091
H 0.256603 -3.302090 5.009009 -0.1 0.2 -0.1 0.115
H -1.305451 -2.133019 6.568376 0.4 0.4 -0.4 0.119
H -1.955252 0.295767 6.031278 0.1 -0.4 0.0 0.117
H -1.198639 1.294835 3.994183 -0.5 -0.1 -0.3 0.110
H 2.730126 -0.137781 2.438562 0.4 0.0 -0.2 0.101
H 4.652066 1.365010 2.778309 0.2 0.2 0.2 0.106
H 4.326333 3.858101 2.754537 -0.5 -0.1 -0.3 0.117
H 2.026827 4.743286 2.059212 0.0 0.3 0.3 0.106
H 0.198761 3.188144 1.701896 -0.4 0.4 -0.3 0.084
H -2.925876 1.995458 -1.800343 0.1 -0.3 -0.1 0.092
H -2.770706 0.475967 -0.902899 0.0 0.3 -0.2 0.050
H 0.344422 2.773151 -2.642369 -0.5 0.4 -0.7 0.092
H 0.716898 4.649862 -4.162188 -0.1 0.1 -0.3 0.107
H -0.186203 4.512929 -6.579087 0.2 0.5 0.3 0.104
H -1.427579 2.554010 -7.307862 0.4 0.0 0.5 0.113
H -1.885049 0.686247 -5.639391 0.2 0.8 -0.1 0.102
H 1.242159 1.339887 -1.443941 -0.1 0.1 0.4 0.077
H 3.304382 0.184476 -1.026408 -0.4 -0.4 -0.5 0.117
H 3.729700 -2.077353 -2.180924 0.0 0.3 0.2 0.109
H 1.843508 -3.158148 -3.403325 0.1 0.1 0.0 0.112
H -0.303115 -2.090633 -3.513116 0.1 0.4 0.4 0.106
S -3.162475 -3.625992 0.546147 2.1 -1.2 0.1 0.644
C -1.825690 -4.743301 0.716913 -1.7 2.7 -0.4 -1.190
S -0.183939 -4.489660 0.591736 1.1 0.2 0.0 0.707
C -2.033446 -6.118255 0.966318 -0.6 -2.0 -0.7 -0.369
C -1.556884 -6.738734 2.125855 -0.7 -0.3 -0.5 -0.192
N -1.424445 -7.478358 2.994340 0.5 -0.3 1.0 0.241
C -2.450324 -6.998184 -0.073239 -0.3 -0.6 1.0 -0.143
N -2.733416 -7.959327 -0.654721 0.0 0.6 -0.3 0.235
```
Forces are in eV/Å.


No. 2
A single C31H26N6O4 molecule. Source: OMol25; level of theory: ωB97M-V/def2-TZVPD.

Summary:
net charge = 0
strongest force on any atom = 1.3 eV/A
SMILES string = Cc1ccc(Oc2nc3ccccn3c(=O)c2/C=C(\C#N)C(=O)Nc2c(C)n(C)n(-c3ccccc3)c2=O)c(C)c1
highest occupied orbital energy = -7.97 eV

The geometry in XYZ format:
```
67
Properties=species:S:1:pos:R:3:forces:R:3:lowdin_charge:R:1
C -2.387992 3.918178 -2.639215 0.0 0.0 0.1 -0.051
C -1.904191 2.600419 -2.112706 0.0 0.0 0.0 -0.283
C -2.586597 1.964979 -1.082814 0.1 0.0 -0.1 -0.035
C -2.140507 0.755102 -0.584984 0.2 -0.3 0.1 0.013
C -0.997374 0.180890 -1.111690 -0.2 0.7 -0.3 -0.225
C -0.274939 0.801690 -2.129753 0.0 -0.3 0.3 -0.211
C -0.756257 2.007378 -2.619920 -0.1 -0.1 0.1 -0.016
H -0.211334 2.497946 -3.414718 0.1 0.1 -0.1 0.119
C 0.999525 0.192829 -2.622275 0.0 -0.1 0.1 -0.007
H 0.804653 -0.756228 -3.122496 0.0 -0.1 -0.1 0.082
H 1.660012 -0.001021 -1.776090 0.1 0.0 0.0 0.080
H 1.501207 0.857246 -3.320658 0.0 0.0 -0.1 0.083
O -0.515120 -1.006333 -0.560661 0.1 0.1 -0.2 0.045
C -0.751236 -2.126736 -1.222198 -0.3 -0.8 -0.7 -0.255
N -1.587514 -2.068058 -2.262064 0.1 0.6 0.4 0.210
C -1.819668 -3.145889 -2.970295 0.2 -0.1 0.1 -0.232
N -1.200111 -4.345939 -2.711673 -0.2 0.5 -0.1 0.109
C -1.444396 -5.440825 -3.478110 -0.2 -0.7 -0.5 -0.015
C -2.310690 -5.400716 -4.520970 0.2 -0.1 0.2 -0.046
C -2.971771 -4.188986 -4.818950 0.1 0.3 0.2 -0.046
C -2.727340 -3.087631 -4.058102 -0.1 -0.3 -0.3 0.018
H -3.198091 -2.135739 -4.238235 0.0 0.1 0.0 0.120
H -3.662635 -4.145645 -5.646426 -0.1 0.1 -0.1 0.111
H -2.488631 -6.284071 -5.110707 0.0 -0.1 0.0 0.108
H -0.893691 -6.321630 -3.178164 0.0 0.1 0.0 0.134
C -0.258835 -4.482232 -1.625481 0.2 0.0 0.3 -0.348
O 0.282137 -5.556741 -1.467441 0.0 0.0 0.0 0.083
C -0.085768 -3.299345 -0.838130 -0.2 0.4 0.0 -0.031
C 0.887504 -3.365222 0.211445 0.2 0.2 0.5 0.081
C 1.001300 -2.607629 1.328683 0.6 -0.9 -0.8 -0.112
C 0.002080 -1.752145 1.817840 -1.0 0.3 0.4 -0.197
N -0.849466 -1.150161 2.306114 -0.1 0.0 0.0 0.219
C 2.211242 -2.840611 2.172989 0.1 -0.2 0.1 -0.433
O 2.846845 -3.874699 2.137053 0.0 -0.1 -0.1 0.075
N 2.561513 -1.837472 3.021904 0.3 0.2 0.5 0.158
C 2.057338 -0.532801 3.029720 -0.1 0.5 0.4 -0.151
C 1.596829 0.148160 4.114563 0.4 -0.2 -0.5 -0.208
N 1.271125 1.432340 3.752092 0.6 0.0 0.2 -0.070
N 1.426239 1.512501 2.369994 -0.4 -0.3 0.0 0.060
C 1.958038 0.334324 1.862412 0.1 0.0 0.4 -0.380
O 2.275396 0.147466 0.702983 0.1 -0.1 -0.2 0.079
C 1.439342 2.755567 1.724606 0.1 0.5 -0.1 -0.185
C 1.001073 2.842012 0.409133 0.0 -0.1 0.1 0.017
C 1.021979 4.061806 -0.240117 0.0 0.0 0.0 -0.062
C 1.462980 5.198941 0.416043 0.0 0.1 0.0 -0.090
C 1.904287 5.109799 1.726010 0.0 0.1 0.0 -0.085
C 1.903038 3.892934 2.382079 0.0 -0.2 0.0 -0.031
H 2.275661 3.817891 3.393214 0.0 0.0 0.1 0.114
H 2.262252 5.990489 2.238745 0.0 0.1 0.0 0.102
H 1.470414 6.151783 -0.091666 0.0 0.1 0.0 0.100
H 0.681455 4.120119 -1.262433 0.0 0.0 -0.1 0.097
H 0.656952 1.953717 -0.089896 -0.1 -0.1 0.0 0.095
C 0.124162 2.096577 4.333357 -0.4 -0.1 0.0 -0.012
H -0.792778 1.525170 4.161492 0.0 0.0 0.0 0.098
H 0.016314 3.081606 3.884383 0.0 0.0 0.1 0.082
H 0.289512 2.208858 5.402886 0.0 0.0 0.0 0.093
C 1.438739 -0.325193 5.512685 -0.1 0.1 -0.1 0.005
H 1.892983 -1.306002 5.619223 0.0 0.0 0.0 0.082
H 1.905456 0.365005 6.213790 0.0 0.0 0.1 0.090
H 0.381274 -0.409124 5.761881 -0.1 0.0 0.1 0.091
H 3.379506 -2.032179 3.586754 -0.1 -0.1 -0.2 0.163
H 1.639155 -4.138169 0.085029 0.1 0.1 0.1 0.139
H -2.657557 0.250799 0.216197 -0.1 -0.1 0.1 0.119
H -3.475554 2.418867 -0.670419 -0.1 0.0 0.1 0.114
H -2.206747 4.702651 -1.904137 0.0 0.1 0.0 0.081
H -1.874241 4.184265 -3.559487 0.0 0.1 -0.1 0.074
H -3.458485 3.884865 -2.832215 -0.1 0.1 0.0 0.079
```
Forces are in eV/Å.